<w>
Here is a 2-piece molecular cluster, C4H9N overall from the Open Molecules 2025 dataset. Energies are from ωB97M-V/def2-TZVPD.

Geometry as ORCA input:
```
! RIJCOSX wB97M-V def2-TZVPD def2/J DEFGRID3
* xyz 0 1
C 3.1428 0.2727 0.5375
N 3.1224 -0.5334 -0.4405
H 2.4802 0.0148 1.3718
H 3.6204 1.2509 0.5560
H 3.9753 -0.4733 -0.9969
C -1.8607 -1.1574 -0.2360
C -1.9472 0.3186 -0.5328
C -1.7703 1.2292 0.4314
H -2.0496 -1.3814 0.8136
H -2.5892 -1.7505 -0.8019
H -0.9238 -1.5949 -0.5875
H -1.9284 0.5365 -1.5924
H -1.7343 2.2303 0.0120
H -1.5377 1.0379 1.4658
*
```

Computed properties:
**Structure (SMILES)**: C=CC.C=N
**E_HOMO**: -9.50 eV
**HOMO-LUMO gap**: 10.61 eV


<x>
Here is a 2-piece molecular cluster, C4H9N overall from the Open Molecules 2025 dataset. Energies are from ωB97M-V/def2-TZVPD.

Geometry as ORCA input:
```
! RIJCOSX wB97M-V def2-TZVPD def2/J DEFGRID3
* xyz 0 1
C -1.6672 1.3505 2.0121
C -2.9282 1.1048 2.3695
H -1.4485 2.4056 1.7614
H -0.7717 0.6502 2.1211
H -3.6684 1.7633 2.0716
H -3.1432 0.2257 2.9695
C 2.0665 -1.6689 -2.2944
C 1.2999 -0.0333 -0.7600
N 2.2490 -0.8273 -1.1320
H 2.9360 -1.5391 -2.9856
H 2.0924 -2.7715 -2.0012
H 1.1373 -1.3874 -2.8892
H 1.0077 0.0492 0.2935
H 0.8384 0.6781 -1.5362
*
```

Computed properties:
**Structure (SMILES)**: C=NC.C=C
**E_HOMO**: -8.78 eV
**HOMO-LUMO gap**: 9.50 eV


Which is the most stable structure? <w> is the most stable.


<w>
Here is a single C4H9N molecule from the Open Molecules 2025 dataset. Energies are from ωB97M-V/def2-TZVPD.

Geometry as ORCA input:
```
! RIJCOSX wB97M-V def2-TZVPD def2/J DEFGRID3
* xyz 0 1
C -1.4600 -0.8038 0.1587
C -0.7590 0.3365 -0.4036
C 0.0428 1.3189 0.4539
C 0.7327 0.2647 -0.4392
H -1.3643 -1.8160 -0.4445
H -2.6028 -0.5708 0.2156
H -1.0511 -1.0421 1.1916
H -1.2485 0.7932 -1.2830
H 0.1607 2.3702 0.0764
H -0.0086 1.1435 1.5198
H 1.1592 0.6827 -1.3290
H 1.4054 -1.6853 -0.4301
H 2.3432 -0.6504 0.5236
N 1.4097 -0.8461 0.1916
*
```

Computed properties:
**Structure (SMILES)**: C[C@H]1C[C@H]1N
**E_HOMO**: -9.01 eV
**HOMO-LUMO gap**: 10.16 eV


<x>
Here is a single C4H9N molecule from the Open Molecules 2025 dataset. Energies are from ωB97M-V/def2-TZVPD.

Geometry as ORCA input:
```
! RIJCOSX wB97M-V def2-TZVPD def2/J DEFGRID3
* xyz 0 1
C 2.3499 -0.2594 -0.0528
C 0.9983 0.4379 -0.2369
C -0.1448 0.0130 0.2844
C -1.5228 0.5746 0.1847
H 2.2315 -1.0697 0.7012
H 2.7547 -0.6697 -0.9971
H 3.1513 0.4202 0.3557
H 0.9939 1.3228 -0.8888
H -0.1091 -0.8272 0.9510
H -1.8202 0.9235 1.1655
H -1.5007 1.4971 -0.4413
H -2.6872 -1.1198 0.4031
H -2.1708 -0.8723 -1.1224
N -2.5239 -0.3709 -0.3063
*
```

Computed properties:
**Structure (SMILES)**: C/C=C/CN
**E_HOMO**: -9.13 eV
**HOMO-LUMO gap**: 10.32 eV


<y>
Here is a 2-piece molecular cluster, C4H9N overall from the Open Molecules 2025 dataset. Energies are from ωB97M-V/def2-TZVPD.

Geometry as ORCA input:
```
! RIJCOSX wB97M-V def2-TZVPD def2/J DEFGRID3
* xyz 0 1
C -1.5701 0.3928 -0.5524
C -0.6405 0.6359 0.6190
C 0.0437 -0.4741 1.3157
N 0.7588 0.2425 0.4604
C 1.7347 0.3171 -0.3948
H -2.5866 0.2069 -0.1931
H -1.5981 1.2669 -1.2141
H -1.2427 -0.4795 -1.1268
H -0.7666 1.6060 1.1118
H 0.4327 -1.8978 -0.1537
H 0.2487 -0.8026 2.3228
H 2.6496 -0.2296 -0.1981
H 0.8860 -1.7819 -0.7640
H 1.6504 0.9973 -1.2326
*
```

Computed properties:
**E_HOMO**: -7.43 eV
**HOMO-LUMO gap**: 8.61 eV


<z>
Here is a single C4H9N molecule from the Open Molecules 2025 dataset. Energies are from ωB97M-V/def2-TZVPD.

Geometry as ORCA input:
```
! RIJCOSX wB97M-V def2-TZVPD def2/J DEFGRID3
* xyz 0 1
C -0.6076 1.0478 -1.5677
C -0.4114 0.4306 -0.1915
C 0.9583 -0.1986 0.0222
C 0.1994 -1.4210 1.8877
N 1.0457 -1.2985 0.9709
H 0.2013 1.7205 -1.8329
H -0.7580 0.3104 -2.3577
H -1.5267 1.6435 -1.5727
H -1.1718 -0.3297 -0.0127
H -0.6193 1.2016 0.5593
H 1.7428 0.4936 0.3405
H 1.3197 -0.5757 -0.9282
H -0.6799 -0.7907 2.0767
H 0.3075 -2.2340 2.6061
*
```

Computed properties:
**Structure (SMILES)**: C=NCCC
**E_HOMO**: -9.40 eV
**HOMO-LUMO gap**: 10.54 eV


Which is the most stable structure? <x> is the most stable.


<w>
Here is a 2-piece molecular cluster, C4H9N overall from the Open Molecules 2025 dataset. Energies are from ωB97M-V/def2-TZVPD.

Geometry as ORCA input:
```
! RIJCOSX wB97M-V def2-TZVPD def2/J DEFGRID3
* xyz 0 1
C 1.8844 0.3264 -0.0267
C 0.4549 0.2072 0.6831
C -0.8324 0.0026 0.0027
C -0.9250 -0.7732 -1.1713
N -2.0623 0.4086 0.6125
H 1.9535 -0.8103 -0.4010
H 2.0311 1.1097 -0.7650
H 2.7548 0.5482 0.8224
H 0.4217 -0.6800 1.3463
H 0.2494 1.0768 1.3293
H 0.6676 -1.0498 -1.9234
H -1.6045 -1.6258 -0.9750
H -2.6714 -0.2098 0.0626
H -2.3219 1.4695 0.4035
*
```

Computed properties:
**E_HOMO**: -8.25 eV
**HOMO-LUMO gap**: 8.92 eV


<x>
Here is a 2-piece molecular cluster, C4H9N overall from the Open Molecules 2025 dataset. Energies are from ωB97M-V/def2-TZVPD.

Geometry as ORCA input:
```
! RIJCOSX wB97M-V def2-TZVPD def2/J DEFGRID3
* xyz 0 1
C -0.6990 -2.0835 -1.3957
C -1.7745 -1.3221 -1.2797
H -0.1188 -2.4284 -0.5494
H -0.3665 -2.4970 -2.3395
H -2.1385 -0.9171 -0.3523
H -2.3106 -1.0219 -2.1684
C 0.9473 0.3897 1.7495
C 1.3787 1.2035 0.7846
N 0.5441 2.1221 0.1216
H -0.0229 0.5155 2.2136
H 1.5543 -0.4405 2.0821
H 2.4025 1.1572 0.4364
H 0.9383 3.0596 0.0634
H -0.3344 2.2629 0.6338
*
```

Computed properties:
**Structure (SMILES)**: C=CN.C=C
**E_HOMO**: -8.57 eV
**HOMO-LUMO gap**: 9.78 eV


<y>
Here is a single C4H9N molecule from the Open Molecules 2025 dataset. Energies are from ωB97M-V/def2-TZVPD.

Geometry as ORCA input:
```
! RIJCOSX wB97M-V def2-TZVPD def2/J DEFGRID3
* xyz 0 1
C -0.4252 0.2155 -0.9251
C 0.5642 1.3643 -0.9417
C -0.1147 -0.3297 0.4704
N 1.0323 -1.1663 0.4567
C -1.0984 -0.4501 1.4042
H 1.1437 -1.7532 1.2707
H 1.1353 -1.7159 -0.3844
H -0.2177 -0.5187 -1.7064
H -1.4457 0.5955 -0.9607
H -0.9090 -0.8894 2.3710
H -2.0677 -0.0056 1.2584
H 1.5842 1.0326 -1.1066
H 0.2657 2.2196 -1.5406
H 0.5531 1.4015 0.3341
*
```

Computed properties:
**Structure (SMILES)**: C=C(N)CC
**E_HOMO**: -8.15 eV
**HOMO-LUMO gap**: 9.15 eV


Which is the most stable structure? <x> is the most stable.


<w>
Here is a single C4H9N molecule from the Open Molecules 2025 dataset. Energies are from ωB97M-V/def2-TZVPD.

Geometry as ORCA input:
```
! RIJCOSX wB97M-V def2-TZVPD def2/J DEFGRID3
* xyz 0 1
C -1.9052 0.1572 0.1120
C -0.7101 -0.6264 -0.4482
C 0.6041 -0.2380 0.3381
C 1.5213 0.7529 -0.2509
H -2.1272 -0.3229 1.1766
H -2.7797 0.3022 -0.6065
H -1.5915 1.2548 0.4163
H -0.7283 -1.6993 -0.3882
H -0.6477 -0.3952 -1.5295
H 0.3660 -0.1913 1.4369
H 2.1718 1.4023 0.4210
H 1.2734 1.1173 -1.2831
H 2.5801 -0.8350 0.7093
N 1.9729 -0.6785 -0.1038
*
```

Computed properties:
**Structure (SMILES)**: CC[C@@H]1CN1
**E_HOMO**: -9.34 eV
**HOMO-LUMO gap**: 10.52 eV


<x>
Here is a 3-piece molecular cluster, C4H9N overall from the Open Molecules 2025 dataset. Energies are from ωB97M-V/def2-TZVPD.

Geometry as ORCA input:
```
! RIJCOSX wB97M-V def2-TZVPD def2/J DEFGRID3
* xyz 0 1
C -1.5373 0.3744 -0.5797
C -0.6222 0.5931 0.6059
C 0.0920 -0.5488 1.2435
N 0.8081 0.3198 0.5062
C 1.6775 0.1649 -0.4855
H -2.5554 0.1809 -0.2259
H -1.5709 1.2627 -1.2205
H -1.2189 -0.4814 -1.1787
H -0.8223 1.5137 1.1622
H 0.3985 -1.6828 -0.0007
H 0.2372 -0.8684 2.2675
H 2.6363 -0.2797 -0.2375
H 0.9018 -1.5257 -0.6951
H 1.6390 0.8796 -1.3028
*
```

Computed properties:
**E_HOMO**: -7.95 eV
**HOMO-LUMO gap**: 9.11 eV


<y>
Here is a single C4H9N molecule from the Open Molecules 2025 dataset. Energies are from ωB97M-V/def2-TZVPD.

Geometry as ORCA input:
```
! RIJCOSX wB97M-V def2-TZVPD def2/J DEFGRID3
* xyz 0 1
C -1.5281 0.4134 -0.5610
C -0.5686 0.5551 0.6019
C 0.1012 -0.6714 1.1515
N 0.8817 0.3874 0.5775
C 1.5840 -0.0879 -0.5868
H -2.5444 0.2542 -0.1731
H -1.5553 1.3100 -1.1899
H -1.2757 -0.4494 -1.1813
H -0.8060 1.4146 1.2390
H 0.1373 -1.5301 0.4210
H 0.2267 -0.9023 2.2106
H 2.6105 -0.3281 -0.2765
H 1.1035 -1.0834 -0.8957
H 1.6332 0.7179 -1.3373
*
```

Computed properties:
**Structure (SMILES)**: C[C@H]1CN1C
**E_HOMO**: -8.92 eV
**HOMO-LUMO gap**: 10.11 eV


Which is the most stable structure? <y> is the most stable.